# 1
ORCA calculation (ωB97M-V with the def2-TZVPD basis set) on H10NaO6 as an isolated structure at a distorted geometry.

Structure (XYZ):
```
17
Properties=species:S:1:pos:R:3
Na -0.41 -0.34 0.26
O 1.33 -1.84 0.78
H 2.24 -1.57 0.84
O 0.39 1.05 -1.42
H -0.07 1.78 -0.99
O -2.21 -1.77 -0.42
H -2.94 -1.36 -0.90
H -2.59 -2.52 0.05
O -1.60 1.47 1.52
H -1.67 1.91 2.37
H -1.59 2.18 0.87
O 1.44 -1.52 -2.05
H 1.48 -1.73 -1.08
H 1.20 -0.58 -2.06
O 1.55 1.96 0.91
H 2.14 1.30 1.29
H 1.30 1.57 0.01
```

The calculation puts the calculated total energy at -619.8015 Eh. The max |F| comes out at 0.020 Eh/bohr. Its spin multiplicity is 1. As for the charge: -1. The LUMO energy comes out at 2.11 eV. The orbital gap is 0.2179 hartree.

***

# 2
ORCA calculation (ωB97M-V with the def2-TZVPD basis set) on C6H22N4O9P2Re as an isolated structure at a distorted geometry.

Structure (XYZ):
```
44
Properties=species:S:1:pos:R:3
Re -0.25 -0.56 -0.27
N -0.04 1.49 0.36
C 1.31 1.82 0.97
C 2.31 0.81 0.43
N 1.70 -0.54 0.65
C 1.92 -1.07 2.08
C 1.31 -0.34 3.27
N -0.13 -0.12 3.20
H -0.78 1.89 0.94
H -0.08 1.99 -0.53
H 1.57 2.85 0.72
H 1.20 1.76 2.04
H 2.50 0.95 -0.63
H 3.27 0.88 0.95
H 2.22 -1.23 0.10
H 1.61 -2.11 2.03
H 3.00 -1.06 2.22
H 1.64 -0.91 4.14
H 1.80 0.63 3.39
H -0.61 -0.94 3.57
H -0.37 0.62 3.87
C -2.12 1.83 -5.72
C -1.45 1.90 -4.44
O -1.76 2.85 -3.66
P -0.08 0.67 -3.97
O 1.03 1.40 -4.72
O -0.41 -0.61 -4.78
O 0.08 0.49 -2.49
P -3.66 -0.03 -1.07
O -4.12 0.39 0.33
O -4.48 -0.05 -2.25
O -2.20 -0.35 -1.05
H -1.47 2.47 -6.36
H -3.10 2.34 -5.68
H -2.14 0.84 -6.16
H -1.17 3.00 -2.89
H 1.91 1.07 -5.00
H -1.08 -1.27 -4.54
H -5.07 0.57 0.49
O -1.27 -2.51 1.57
N -0.84 -1.71 0.90
O 0.38 -2.19 -1.46
H 0.29 -3.13 -1.22
H 0.81 -2.14 -2.32
```

The calculation puts the calculated total energy at -1897.5124 Eh. The max |F| comes out at 0.021 Eh/bohr. Its spin multiplicity is 2. As for the charge: +4. The LUMO energy (spin up / spin down) comes out at -14.11 / -14.37 eV. The orbital gap (spin up / spin down) is 0.2640 / 0.2536 hartree.